*P*
C3H9NSi | ωB97M-V with the def2-TZVPD basis set

Last column: natural (NBO) charge in e.
Cartesian coordinates (Å):
Si (0.571, -1.692, 1.169)  1.589
N (-0.574, -2.503, 2.010)  -1.351
C (0.214, 0.079, 0.737)  -0.959
C (-0.385, 1.748, -1.223)  -0.617
C (0.137, 0.225, -0.793)  -0.373
H (1.567, -2.100, 0.221)  -0.232
H (-0.713, -3.344, 2.569)  0.400
H (-0.467, -0.412, -1.268)  0.191
H (1.020, 0.214, -1.251)  0.193
H (1.103, 0.701, 0.496)  0.273
H (-1.119, 1.749, -2.172)  0.210
H (-1.032, 2.211, -0.375)  0.205
H (-0.602, 0.632, 1.393)  0.266
H (0.282, 2.489, -1.513)  0.204

- multiplicity = 1
- HOMO-LUMO gap (Ha) = 0.3398
- lowest unoccupied orbital energy (eV) = 0.2
- total charge = 0
- SMILES = [H]/N=[SiH]/CCC

*Q*
C3H9NSi | ωB97M-V with the def2-TZVPD basis set

Last column: natural (NBO) charge in e.
Cartesian coordinates (Å):
Si (0.865, -0.491, -0.615)  1.333
N (1.530, -1.577, -1.743)  -1.330
C (-0.766, -1.133, 0.107)  -1.105
C (-0.829, 2.163, 1.320)  -0.215
C (-1.725, 2.970, 1.432)  -0.206
H (-1.747, -1.357, -0.305)  0.257
H (0.981, 0.813, -1.294)  -0.214
H (2.565, -1.378, -2.080)  0.410
H (0.032, 1.688, 1.260)  0.206
H (-2.584, 3.477, 1.503)  0.212
H (1.335, -2.634, -1.708)  0.407
H (-0.383, -1.955, 0.653)  0.231
H (1.747, -0.077, 0.539)  -0.233
H (-1.021, -0.510, 0.931)  0.247

- multiplicity = 1
- HOMO-LUMO gap (Ha) = 0.3846
- lowest unoccupied orbital energy (eV) = 0.9
- total charge = 0
- SMILES = C[SiH2]N.C#C

*R*
C3H9NSi | ωB97M-V with the def2-TZVPD basis set

Last column: natural (NBO) charge in e.
Cartesian coordinates (Å):
Si (-2.095, 0.288, 0.120)  1.656
N (-3.149, -0.278, 1.041)  -1.388
C (-0.331, -0.359, 0.229)  -0.954
C (0.763, 0.319, -0.656)  -0.448
C (2.175, 0.064, 0.025)  -0.598
H (-0.417, -1.511, -0.109)  0.254
H (0.382, -0.270, -1.632)  0.205
H (0.899, 1.383, -1.062)  0.228
H (-2.009, 1.125, -1.113)  -0.226
H (2.989, -0.283, -0.775)  0.221
H (2.580, 1.139, 0.456)  0.203
H (2.071, -0.525, 0.858)  0.195
H (-4.043, -0.387, 1.409)  0.398
H (0.184, -0.705, 1.209)  0.255

- multiplicity = 1
- HOMO-LUMO gap (Ha) = 0.3587
- lowest unoccupied orbital energy (eV) = 0.5
- total charge = 0
- SMILES = [H]/N=[SiH]/CCC

*Q* ends up most stable, edging out the next structure by 0.606 eV.

*P*
C2H10N3 | ωB97M-V with the def2-TZVPD basis set

Last column: natural (NBO) charge in e.
Cartesian coordinates (Å):
N (0.417, 1.404, 0.052)  -0.744
N (-1.659, 0.110, -0.580)  -0.718
N (-1.077, -0.302, 0.765)  -0.443
C (1.264, -0.928, -0.250)  -0.657
C (0.344, -0.038, 0.683)  0.122
H (1.006, -1.956, 0.052)  0.241
H (-0.162, 1.136, -0.812)  0.483
H (1.398, 1.736, 0.107)  0.452
H (1.006, -0.744, -1.312)  0.220
H (-2.629, 0.421, -0.408)  0.403
H (-0.175, 1.958, 0.663)  0.437
H (-1.666, -0.627, -1.202)  0.368
H (2.290, -0.820, -0.045)  0.244
H (0.816, -0.059, 1.604)  0.218
H (-1.172, -1.291, 0.683)  0.373

- multiplicity = 1
- HOMO-LUMO gap (Ha) = 0.4309
- lowest unoccupied orbital energy (eV) = -3.3
- total charge = +1
- SMILES = C[C@@H]([NH3+])NN

*Q*
C2H10N3 | ωB97M-V with the def2-TZVPD basis set

Last column: natural (NBO) charge in e.
Cartesian coordinates (Å):
N (0.512, 0.955, -0.633)  -0.861
N (0.435, -0.198, 1.772)  -0.684
N (2.306, -0.201, 0.206)  -0.766
C (0.912, -0.196, 0.164)  0.803
C (-2.152, -0.330, -0.930)  -0.813
H (-2.896, -1.003, -0.515)  0.233
H (2.609, -0.895, 0.895)  0.401
H (-0.410, 0.328, 1.531)  0.395
H (0.103, -1.172, 1.784)  0.400
H (2.319, 0.691, 0.734)  0.445
H (1.095, 1.693, -0.251)  0.418
H (-2.240, 0.674, -0.464)  0.223
H (-1.139, -0.712, -0.708)  0.146
H (0.791, 0.642, -1.565)  0.420
H (-2.244, -0.277, -2.019)  0.240

- multiplicity = 1
- HOMO-LUMO gap (Ha) = 0.2835
- lowest unoccupied orbital energy (eV) = -8.3
- total charge = +1

*R*
C2H10N3 | ωB97M-V with the def2-TZVPD basis set

Last column: natural (NBO) charge in e.
Cartesian coordinates (Å):
N (0.277, -0.120, 2.458)  -0.790
N (-1.300, -0.496, 0.780)  -0.825
N (0.057, 0.599, -1.348)  -0.701
C (1.114, -0.107, -2.147)  -0.421
C (-1.013, -0.245, 2.011)  0.339
H (0.474, -0.182, 3.446)  0.418
H (0.594, -0.865, -2.748)  0.239
H (0.980, -0.495, 1.835)  0.390
H (1.616, 0.635, -2.791)  0.236
H (-0.473, 0.038, -0.634)  0.466
H (-0.620, 1.063, -1.978)  0.428
H (-2.289, -0.575, 0.607)  0.380
H (1.856, -0.532, -1.430)  0.234
H (0.485, 1.349, -0.841)  0.420
H (-1.756, -0.067, 2.782)  0.186

- multiplicity = 1
- HOMO-LUMO gap (Ha) = 0.3870
- lowest unoccupied orbital energy (eV) = -3.2
- total charge = +1

*R* ends up most stable, edging out the next structure by 1.961 eV.

*P*
C2H10N3 | ωB97M-V with the def2-TZVPD basis set

Last column: natural (NBO) charge in e.
Cartesian coordinates (Å):
N (-0.404, 2.328, 0.626)  -1.089
N (-0.929, -1.935, -1.598)  -0.762
N (1.049, -0.073, 0.932)  -0.710
C (-0.269, -0.986, -0.886)  0.054
C (0.453, -1.221, 0.212)  -0.223
H (-0.599, -2.883, -1.492)  0.397
H (1.096, -0.280, 1.928)  0.430
H (0.638, -2.188, 0.651)  0.225
H (-1.389, 2.101, 0.743)  0.389
H (-0.179, 2.929, 1.421)  0.391
H (-0.379, 2.952, -0.177)  0.395
H (2.006, 0.110, 0.621)  0.425
H (0.468, 0.808, 0.796)  0.467
H (-1.153, -1.691, -2.549)  0.404
H (-0.408, 0.029, -1.229)  0.206

- multiplicity = 1
- HOMO-LUMO gap (Ha) = 0.3598
- lowest unoccupied orbital energy (eV) = -3.0
- total charge = +1

*Q*
C2H10N3 | ωB97M-V with the def2-TZVPD basis set

Last column: natural (NBO) charge in e.
Cartesian coordinates (Å):
N (0.614, -0.392, -0.202)  -0.512
N (0.633, -0.307, 2.171)  -0.851
N (-1.238, 0.339, -1.542)  -0.860
C (-0.145, 0.135, 1.076)  -0.031
C (0.177, 0.195, -1.492)  -0.069
H (-1.680, 0.336, -2.451)  0.411
H (-0.050, 1.208, 0.933)  0.212
H (0.515, -0.479, -2.282)  0.228
H (0.697, 1.125, -1.747)  0.205
H (0.570, -1.272, 2.424)  0.387
H (-1.657, 1.075, -1.003)  0.381
H (0.462, -1.396, -0.185)  0.429
H (0.461, 0.253, 2.992)  0.406
H (1.600, -0.202, -0.040)  0.446
H (-1.157, -0.261, 1.007)  0.215

- multiplicity = 1
- HOMO-LUMO gap (Ha) = 0.4059
- lowest unoccupied orbital energy (eV) = -3.2
- total charge = +1
- SMILES = NC[NH2+]CN

*R*
C2H10N3 | ωB97M-V with the def2-TZVPD basis set

Last column: natural (NBO) charge in e.
Cartesian coordinates (Å):
N (-1.336, -0.720, -0.342)  -0.348
N (2.578, 0.567, 0.536)  -0.663
N (-0.221, -0.104, -0.929)  -0.856
C (2.170, -0.564, -0.103)  0.144
C (-1.760, -0.256, 1.006)  -0.406
H (2.694, 0.464, 1.508)  0.419
H (3.008, 1.384, 0.021)  0.444
H (-1.048, -0.236, 1.791)  0.218
H (1.680, -1.271, 0.532)  0.209
H (-2.118, -0.433, -0.952)  0.413
H (-0.486, 0.902, -1.155)  0.327
H (-2.099, 0.670, 0.790)  0.207
H (2.077, -0.722, -1.182)  0.269
H (-1.179, -1.746, -0.291)  0.410
H (-2.570, -0.935, 1.242)  0.210

- multiplicity = 1
- HOMO-LUMO gap (alpha / beta) (Ha) = 0.2709 / 0.2709
- lowest unoccupied orbital energy (alpha / beta) (eV) = -4.4 / -4.4
- total charge = +1

*S*
C2H10N3 | ωB97M-V with the def2-TZVPD basis set

Last column: natural (NBO) charge in e.
Cartesian coordinates (Å):
N (-0.225, -1.673, -0.973)  -0.686
N (0.707, 0.114, 0.650)  -0.560
N (0.208, 1.326, 0.081)  -0.457
C (-0.110, 2.409, 0.967)  -0.416
C (-0.771, -2.788, -1.275)  0.069
H (-1.155, -3.496, -0.482)  0.187
H (1.715, -0.018, 0.843)  0.400
H (0.421, -0.742, 0.001)  0.450
H (-0.707, 1.831, 1.748)  0.187
H (-0.817, -3.320, -2.239)  0.198
H (0.013, -1.233, -1.918)  0.369
H (0.189, -0.007, 1.574)  0.423
H (0.643, 2.985, 1.494)  0.202
H (-0.670, 3.129, 0.362)  0.244
H (0.558, 1.482, -0.834)  0.389

- multiplicity = 1
- HOMO-LUMO gap (Ha) = 0.3933
- lowest unoccupied orbital energy (eV) = -3.3
- total charge = +1

*P* ends up most stable, edging out the next structure by 0.496 eV.

*P*
HN3O3 | ωB97M-V with the def2-TZVPD basis set

Last column: natural (NBO) charge in e.
Cartesian coordinates (Å):
O (0.558, -2.686, 2.681)  -0.205
O (-0.412, -1.193, 1.058)  -0.419
O (-1.415, -3.091, 2.044)  -0.211
N (0.795, 0.431, 0.027)  -0.345
N (0.726, -0.459, 0.929)  0.115
N (-0.449, -2.526, 2.200)  0.773
H (-0.222, 0.532, -0.375)  0.292

- multiplicity = 1
- HOMO-LUMO gap (Ha) = 0.3446
- lowest unoccupied orbital energy (eV) = -1.1
- total charge = 0

*Q*
HN3O3 | ωB97M-V with the def2-TZVPD basis set

Last column: natural (NBO) charge in e.
Cartesian coordinates (Å):
O (-0.170, -1.776, 0.967)  -0.540
O (0.070, -0.110, -0.416)  -0.373
O (-1.408, -0.011, 1.127)  -0.322
N (-0.539, -0.518, 0.519)  0.744
N (1.072, 1.875, -1.118)  0.006
N (0.436, 2.690, -1.494)  -0.011
H (0.539, -2.149, 0.416)  0.497

- multiplicity = 1
- HOMO-LUMO gap (Ha) = 0.4550
- lowest unoccupied orbital energy (eV) = 0.4
- total charge = 0
- SMILES = O=[N+]([O-])O.N#N

*Q* ends up most stable, edging out the next structure by 4.118 eV.